Record 1
Below is a 3-piece molecular cluster, C4H14NO2 overall in a non-equilibrium geometry, with properties calculated with wB97M-V/def2-TZVPD.

Structure (XYZ):
```
21
Properties=species:S:1:pos:R:3:forces:R:3
C -3.3846 1.1395 1.1023 0.88 -0.18 -0.28
C -2.3835 0.9473 -0.0554 -1.53 -0.44 -1.08
C -1.2044 0.1394 0.3538 0.59 0.22 -0.47
C -0.5590 -0.5924 -0.5520 -0.76 1.08 1.51
N 0.6578 -1.3475 -0.1713 -0.67 -0.13 -2.37
H -2.8445 1.2007 2.0577 -0.33 0.57 -0.17
H -3.9816 0.2286 1.1791 -0.26 0.30 -0.03
H -3.9786 2.0161 0.8554 -0.26 -0.12 0.59
H -2.0922 1.8817 -0.6031 -0.09 -0.61 0.87
H -2.9838 0.3596 -0.8112 0.88 0.60 0.35
H -0.9042 0.2743 1.4002 0.22 -0.35 -0.33
H -0.9936 -0.5905 -1.5443 0.80 -0.66 -0.24
H 1.3408 -0.7441 0.3389 -0.29 -0.92 0.20
H 0.3316 -2.2372 0.2057 0.62 0.17 0.87
H 1.1144 -1.6100 -1.0697 0.39 0.40 0.61
H 3.2392 -0.2140 -0.9746 0.11 0.15 -0.11
H 3.2968 -0.3921 -2.5146 0.13 0.05 -0.08
O 2.8446 -0.6801 -1.7194 -0.31 -0.20 0.13
H 3.4755 0.7411 1.4051 0.23 -0.31 0.01
H 2.0214 1.0959 1.3761 -0.09 0.08 -0.08
O 2.6341 0.4198 1.0618 -0.26 0.31 0.10
```
Forces are in eV/Å.

## Properties
M = 108.16 g/mol
Lowest unoccupied orbital energy = -3.1 eV
ΔE to the lowest compared entry with this formula, charge and spin = 1.565 eV
Total charge = +1
Gap between HOMO and LUMO = 10.991 eV
Spin multiplicity = 1
Max |F| = 2.47 eV/Å
HOMO level = -14.07 eV

---

Record 2
Below is a 3-piece molecular cluster, C4H14NO2 overall in a non-equilibrium geometry, with properties calculated with wB97M-V/def2-TZVPD.

Structure (XYZ):
```
21
Properties=species:S:1:pos:R:3:forces:R:3
O 1.0347 2.7658 -1.3114 -0.67 -0.53 0.12
C -0.0793 1.9272 -1.3956 0.80 1.58 -0.05
C -0.2354 1.0187 -0.0673 -0.27 -2.44 0.95
N 0.9582 0.3337 0.3100 -0.12 2.07 -0.30
C -0.9919 -2.6594 2.3731 -0.05 0.24 -0.32
C -1.2799 -0.0837 -0.3007 0.77 -0.66 -0.45
H 1.8447 2.2022 -1.1604 0.21 0.15 -0.46
H -0.9446 2.5680 -1.5536 -0.23 -0.23 0.16
H 0.1338 1.2452 -2.2446 -0.10 -0.30 0.09
H -0.4991 1.6137 0.8392 0.30 0.69 -0.32
H 1.6385 0.9862 0.7457 0.11 -0.37 0.42
H -0.0113 -2.2423 2.1185 0.03 -0.01 0.13
H -1.7923 -1.9753 2.0926 -0.10 0.07 0.12
H -1.1343 -3.5710 1.8096 0.03 -0.26 -0.05
H -1.0596 -2.8515 3.4363 0.10 0.00 0.12
H -2.2290 0.2179 -0.7301 -0.04 0.19 0.09
H -1.3753 -0.6329 0.6408 -0.44 0.44 0.18
H -0.7770 -0.8382 -0.9169 -0.44 0.12 -0.44
H 2.9889 -0.1171 -1.8761 0.15 0.20 -0.02
H 1.7064 -0.1986 -1.0320 -0.20 -1.47 -0.29
O 2.1037 0.2912 -1.7770 0.15 0.52 0.33
```
Forces are in eV/Å.

## Properties
M = 108.16 g/mol
Lowest unoccupied orbital energy (alpha / beta) = -14.5 / -15.4 eV
ΔE to the lowest compared entry with this formula, charge and spin = 7.821 eV
Total charge = +2
Gap between HOMO and LUMO (alpha / beta) = 4.631 / 3.735 eV
Spin multiplicity = 2
Max |F| = 2.63 eV/Å
HOMO level (alpha / beta) = -19.15 / -19.18 eV

---

Record 3
Below is a 3-piece molecular cluster, C4H14NO2S overall in a non-equilibrium geometry, with properties calculated with wB97M-V/def2-TZVPD.

Structure (XYZ):
```
22
Properties=species:S:1:pos:R:3:forces:R:3
C 0.4221 -0.7721 2.1633 -0.53 -0.59 2.52
N 0.7181 -1.7734 1.1594 -1.20 0.23 -0.57
C -0.1403 -1.5852 -0.0432 -0.07 0.38 -0.16
C 0.3895 -0.6801 -1.1660 0.72 -0.49 -0.53
S -0.9361 -0.2155 -2.3340 0.38 -0.08 0.04
C 1.5772 0.1689 2.4451 -0.04 1.91 -1.11
H 0.1025 -1.2152 3.1512 0.90 -0.47 -0.50
H -0.5579 -0.3128 2.0238 0.38 0.80 -0.96
H 1.6664 -1.6434 0.8704 0.59 -0.07 -0.18
H -0.4111 -2.5322 -0.5171 0.31 -0.12 0.09
H -1.1048 -1.1757 0.2404 -0.11 -0.02 0.44
H 1.0091 0.1894 -0.9016 -0.64 0.15 0.83
H 1.2106 -1.2548 -1.6199 -0.28 -0.29 -0.56
H 2.5734 -0.2740 2.4374 -0.18 -0.45 0.43
H 1.4685 0.8760 3.2746 -0.14 -0.73 0.49
H 1.6484 0.9270 1.6506 -0.03 -0.34 -0.27
H 1.4447 1.7058 -0.1868 -0.50 0.68 -1.17
H 1.2148 3.1952 -0.9538 -0.15 -1.44 0.02
O 1.4626 2.6745 -0.1761 0.61 0.90 1.11
H -2.7263 1.2909 -0.7663 -0.31 -0.05 -0.94
H -1.6925 0.8707 0.1098 1.28 -0.66 0.04
O -2.4989 1.3532 0.1535 -0.98 0.77 0.92
```
Forces are in eV/Å.

## Properties
M = 140.23 g/mol
Lowest unoccupied orbital energy = 3.5 eV
ΔE to the lowest compared entry with this formula, charge and spin = 1.389 eV
Total charge = -1
Gap between HOMO and LUMO = 6.572 eV
Spin multiplicity = 1
Max |F| = 2.64 eV/Å
HOMO level = -3.02 eV

---

Record 4
Below is a 2-piece molecular cluster, C4H14NO2S overall in a non-equilibrium geometry, with properties calculated with wB97M-V/def2-TZVPD.

Structure (XYZ):
```
22
Properties=species:S:1:pos:R:3:forces:R:3
C -1.9252 -0.5078 -0.0132 0.10 0.17 1.47
O -2.4164 0.4225 0.9594 0.45 0.08 -0.33
C -0.5594 0.0129 -0.4591 -0.07 0.02 -0.55
C 0.3080 -1.0645 -1.0572 0.13 -0.34 -1.62
C 1.3793 -0.5546 -2.0421 1.23 -0.31 0.51
S 2.9133 -0.2525 -1.0217 -0.10 -0.19 -0.60
N 0.1729 0.7534 0.6350 -1.07 -1.01 0.06
H -2.5145 -0.6551 -0.9171 -0.30 0.27 0.13
H -1.9347 -1.4482 0.5521 0.63 -0.16 -0.55
H -3.2732 0.7666 0.7493 -0.76 0.20 -0.28
H -0.7327 0.7598 -1.2387 -0.11 0.05 0.18
H -0.3033 -1.7484 -1.6665 -0.32 0.32 0.38
H 0.8021 -1.7212 -0.3408 -0.14 0.16 0.31
H 1.1999 0.3549 -2.6065 -0.63 0.18 0.26
H 1.5661 -1.3080 -2.8095 0.23 -0.09 0.35
H 3.8551 -0.6417 -1.9077 -0.24 0.19 0.16
H 0.8171 1.4322 0.2407 0.26 0.02 0.22
H -0.4725 1.1745 1.3371 0.18 -0.04 -0.72
H 0.6544 0.0640 1.2117 0.52 0.24 -0.09
H -0.1909 2.1026 3.4260 -0.20 0.75 0.75
H 0.5318 0.7937 3.8459 0.03 0.07 0.51
O 0.1230 1.2648 3.1228 0.18 -0.59 -0.56
```
Forces are in eV/Å.

## Properties
M = 140.23 g/mol
Lowest unoccupied orbital energy = -2.9 eV
ΔE to the lowest compared entry with this formula, charge and spin = 0.531 eV
Total charge = +1
Gap between HOMO and LUMO = 9.684 eV
Spin multiplicity = 1
Max |F| = 1.66 eV/Å
HOMO level = -12.60 eV

---

Record 5
Below is C4H14NO3 as an isolated structure in a non-equilibrium geometry, with properties calculated with wB97M-V/def2-TZVPD.

Structure (XYZ):
```
22
Properties=species:S:1:pos:R:3:forces:R:3
C -1.2697 1.5746 -1.8529 -1.97 -0.21 0.13
N -1.1756 0.5979 -0.7685 1.02 1.60 0.12
C -0.8689 1.2864 0.5036 1.12 -2.38 1.50
C -0.1334 -0.4158 -0.9624 -1.52 -2.03 -3.36
C -0.7312 -1.7976 -0.5020 0.38 1.31 2.20
O 0.1491 -2.5233 0.2671 0.43 -0.72 -0.67
H -0.4368 2.2499 -2.0091 0.49 0.37 0.37
H -2.2260 2.1350 -1.6750 0.95 0.06 -0.05
H -1.4517 1.1045 -2.8181 0.14 -0.45 0.02
H -1.6601 1.7982 1.1127 0.11 -0.80 -0.93
H -0.0956 2.0338 0.3370 0.39 0.23 0.04
H -0.3662 0.3924 1.1221 -1.21 2.32 -0.62
H -0.0882 -0.6205 -2.0985 -0.01 0.83 1.26
H 0.9349 -0.3369 -0.7498 -0.17 0.85 1.07
H -1.0876 -2.1671 -1.4606 -0.08 -1.31 0.12
H -1.6057 -1.6503 0.1775 -0.15 0.59 -0.87
H 2.1980 1.1116 1.7093 0.41 -0.37 0.06
H 2.7227 -0.1318 2.3549 -0.61 -0.55 -0.52
O 3.0360 0.7042 1.9810 0.38 1.46 0.13
H 0.6760 -1.8797 1.0832 0.44 -0.67 -0.34
H 1.9708 -2.0881 2.3311 0.24 -0.98 0.29
O 1.5090 -1.3775 1.9174 -0.79 0.84 0.05
```
Forces are in eV/Å.

## Properties
M = 124.16 g/mol
Lowest unoccupied orbital energy = 3.6 eV
ΔE to the lowest compared entry with this formula, charge and spin = 2.392 eV
Total charge = -1
Gap between HOMO and LUMO = 7.764 eV
Spin multiplicity = 1
Max |F| = 4.21 eV/Å
HOMO level = -4.15 eV

---

Copy entry 5 word for word.
Below is C4H14NO3 as an isolated structure in a non-equilibrium geometry, with properties calculated with wB97M-V/def2-TZVPD.

Structure (XYZ):
```
22
Properties=species:S:1:pos:R:3:forces:R:3
C -1.2697 1.5746 -1.8529 -1.97 -0.21 0.13
N -1.1756 0.5979 -0.7685 1.02 1.60 0.12
C -0.8689 1.2864 0.5036 1.12 -2.38 1.50
C -0.1334 -0.4158 -0.9624 -1.52 -2.03 -3.36
C -0.7312 -1.7976 -0.5020 0.38 1.31 2.20
O 0.1491 -2.5233 0.2671 0.43 -0.72 -0.67
H -0.4368 2.2499 -2.0091 0.49 0.37 0.37
H -2.2260 2.1350 -1.6750 0.95 0.06 -0.05
H -1.4517 1.1045 -2.8181 0.14 -0.45 0.02
H -1.6601 1.7982 1.1127 0.11 -0.80 -0.93
H -0.0956 2.0338 0.3370 0.39 0.23 0.04
H -0.3662 0.3924 1.1221 -1.21 2.32 -0.62
H -0.0882 -0.6205 -2.0985 -0.01 0.83 1.26
H 0.9349 -0.3369 -0.7498 -0.17 0.85 1.07
H -1.0876 -2.1671 -1.4606 -0.08 -1.31 0.12
H -1.6057 -1.6503 0.1775 -0.15 0.59 -0.87
H 2.1980 1.1116 1.7093 0.41 -0.37 0.06
H 2.7227 -0.1318 2.3549 -0.61 -0.55 -0.52
O 3.0360 0.7042 1.9810 0.38 1.46 0.13
H 0.6760 -1.8797 1.0832 0.44 -0.67 -0.34
H 1.9708 -2.0881 2.3311 0.24 -0.98 0.29
O 1.5090 -1.3775 1.9174 -0.79 0.84 0.05
```
Forces are in eV/Å.

## Properties
M = 124.16 g/mol
Lowest unoccupied orbital energy = 3.6 eV
ΔE to the lowest compared entry with this formula, charge and spin = 2.392 eV
Total charge = -1
Gap between HOMO and LUMO = 7.764 eV
Spin multiplicity = 1
Max |F| = 4.21 eV/Å
HOMO level = -4.15 eV